(1)
Computed, not measured: a gas-phase ion, C6H7N2O2 (charge -1) at a distorted geometry, with the ωB97M-V functional and the def2-TZVPD basis.

Positions of all 17 atoms, in Å:
C  0.006  1.083  -1.622
C  -1.200  1.358  0.492
C  0.475  -1.728  -0.579
C  0.354  0.006  -2.457
C  0.290  -0.034  2.073
C  -0.836  0.916  1.951
N  -0.426  1.000  -0.383
N  0.397  -1.340  -1.842
O  0.489  -2.996  -0.313
O  0.689  0.036  -3.646
H  0.222  2.083  -1.921
H  0.067  -0.693  1.123
H  0.234  -0.796  2.850
H  1.182  0.639  2.127
H  -0.672  1.842  2.502
H  -1.849  0.569  2.196
H  0.580  -1.945  -2.551

Atoms 1-3, force components in eV/Å:
C 0.320 0.120 -0.691
C 0.854 -0.063 0.836
C -0.437 -4.831 0.751

Computed properties:
* largest force on an atom: 0.09545 hartree/bohr
* total charge: -1
* energy above the lowest of the compared OMol25 structures with the same formula, charge and spin: 3.948 eV
* LUMO (spin up / spin down): 0.110 / 0.131 Eh
* HOMO-LUMO gap (spin up / spin down): 4.99 / 7.28 eV

(2)
Computed, not measured: a molecular structure, C16H14CoN2OS3 at a distorted geometry, with the ωB97M-V functional and the def2-TZVPD basis.

Positions of all 37 atoms, in Å:
Co  -0.990  1.426  -2.013
C  -2.466  -2.076  0.112
C  -2.337  -1.070  -0.941
N  -1.365  -0.113  -0.880
N  -0.645  -0.051  0.245
C  0.279  0.855  0.461
S  0.017  2.477  -0.263
S  1.419  0.955  1.792
C  2.955  0.376  0.865
C  3.987  0.461  1.941
C  3.617  0.267  3.289
C  4.348  0.836  4.319
C  5.606  1.454  4.074
C  5.997  1.559  2.739
C  5.215  1.040  1.670
C  -3.295  -1.030  -2.047
C  -4.238  -2.081  -2.095
C  -5.394  -1.938  -2.873
C  -5.507  -0.841  -3.741
C  -4.550  0.114  -3.794
C  -3.347  -0.019  -3.030
O  -2.375  0.825  -3.229
H  -1.705  -1.811  0.890
H  -2.185  -3.054  -0.306
H  -3.495  -2.115  0.521
H  3.132  1.031  0.059
H  2.781  -0.634  0.488
H  2.679  -0.186  3.579
H  3.924  0.865  5.317
H  6.243  1.981  4.806
H  6.928  2.042  2.466
H  5.501  1.283  0.611
H  -4.251  -2.857  -1.415
H  -6.146  -2.759  -2.851
H  -6.399  -0.803  -4.297
H  -4.779  1.046  -4.278
S  0.839  2.546  -2.193

Atoms 1-3, force components in eV/Å:
Co -0.672 0.174 -0.975
C 0.662 -0.345 1.103
C 0.609 1.844 -1.409

Computed properties:
* largest force on an atom: 0.06247 hartree/bohr
* total charge: -2
* multiplicity: 4
* LUMO (spin up / spin down): 0.167 / 0.167 Eh
* HOMO-LUMO gap (spin up / spin down): 3.27 / 4.02 eV

(3)
Computed, not measured: a molecular structure, C19H13FeN4O5 at a distorted geometry, with the ωB97M-V functional and the def2-TZVPD basis.

Positions of all 42 atoms, in Å:
Fe  0.681  -0.196  -0.818
O  2.437  3.350  -0.435
C  2.192  2.174  -0.675
N  0.990  1.558  -0.398
C  0.198  2.159  0.653
C  -0.047  1.132  1.737
C  -0.712  1.436  2.918
C  -0.904  0.434  3.856
C  -0.413  -0.836  3.595
C  0.241  -1.053  2.394
N  0.408  -0.098  1.486
C  3.172  1.224  -1.223
C  4.470  1.609  -1.559
C  5.386  0.647  -1.922
C  4.978  -0.694  -1.941
C  3.676  -1.001  -1.607
N  2.784  -0.076  -1.259
H  -0.772  2.506  0.280
H  0.734  3.028  1.058
H  -1.069  2.438  3.094
H  -1.416  0.639  4.783
H  -0.530  -1.640  4.304
H  0.652  -2.020  2.136
H  4.715  2.658  -1.504
H  6.402  0.908  -2.176
H  5.672  -1.479  -2.188
H  3.332  -2.026  -1.582
O  -5.877  -2.660  -0.671
C  -5.775  -1.458  -0.646
O  -6.471  -0.479  -0.502
C  -4.217  -1.011  -0.850
C  -3.889  0.341  -1.063
C  -2.551  0.661  -1.091
N  -1.564  -0.227  -0.947
C  -1.910  -1.546  -0.823
C  -3.240  -1.964  -0.757
C  -0.800  -2.527  -0.841
O  -0.967  -3.728  -0.743
O  0.373  -1.944  -0.988
H  -4.654  1.087  -1.198
H  -2.242  1.687  -1.241
H  -3.469  -3.012  -0.643

Atoms 1-3, force components in eV/Å:
Fe -1.264 0.656 2.508
O 0.285 -0.956 -0.225
C -1.434 1.157 0.543

Computed properties:
* largest force on an atom: 0.06101 hartree/bohr
* total charge: 0
* energy above the lowest of the compared OMol25 structures with the same formula, charge and spin: 1.002 eV
* multiplicity: 2
* LUMO (spin up / spin down): -0.115 / -0.092 Eh
* HOMO-LUMO gap (spin up / spin down): 4.29 / 4.92 eV

(4)
Computed, not measured: a single C25H35N5O3 molecule, with the ωB97M-V functional and the def2-TZVPD basis.

Positions of all 68 atoms, in Å:
C  -7.470  -2.016  2.474
C  -7.685  -1.454  1.066
N  -6.580  -1.731  0.179
C  -6.662  -2.963  -0.571
C  -7.354  -2.786  -1.925
C  -5.510  -0.877  0.061
C  -5.325  0.199  0.942
C  -4.257  1.063  0.824
C  -3.311  0.885  -0.179
N  -2.206  1.728  -0.351
C  -1.797  2.773  0.398
O  -2.346  3.211  1.387
C  -0.524  3.418  -0.168
N  0.301  2.442  -0.859
C  1.006  1.543  0.042
C  2.237  2.180  0.692
N  3.137  2.673  -0.342
C  4.384  3.155  0.222
C  5.299  1.999  0.636
O  6.125  2.111  1.514
N  5.078  0.899  -0.122
C  5.692  -0.356  -0.072
C  6.751  -0.644  0.779
C  7.325  -1.903  0.784
C  6.852  -2.898  -0.063
O  7.345  -4.167  -0.139
C  8.418  -4.520  0.699
C  5.787  -2.607  -0.918
C  5.215  -1.355  -0.921
C  2.454  3.662  -1.160
C  1.237  3.002  -1.816
C  -3.475  -0.180  -1.059
C  -4.548  -1.037  -0.948
H  -6.577  -1.590  2.923
H  -8.325  -1.786  3.104
H  -7.348  -3.097  2.436
H  -7.851  -0.375  1.115
H  -8.585  -1.901  0.635
H  -5.659  -3.372  -0.712
H  -7.225  -3.686  0.027
H  -7.395  -3.737  -2.452
H  -8.369  -2.422  -1.787
H  -6.817  -2.067  -2.538
H  -6.018  0.373  1.747
H  -4.145  1.879  1.518
H  -1.584  1.494  -1.119
H  -0.846  4.176  -0.888
H  -0.023  3.938  0.659
H  0.315  1.203  0.815
H  1.325  0.677  -0.547
H  2.762  1.431  1.288
H  1.928  2.994  1.369
H  4.921  3.727  -0.542
H  4.242  3.814  1.093
H  4.311  1.000  -0.780
H  7.123  0.121  1.440
H  8.146  -2.091  1.458
H  8.640  -5.561  0.472
H  9.304  -3.909  0.497
H  8.149  -4.430  1.757
H  5.425  -3.385  -1.571
H  4.391  -1.142  -1.588
H  3.140  4.010  -1.936
H  2.134  4.535  -0.566
H  0.715  3.723  -2.448
H  1.586  2.177  -2.446
H  -2.752  -0.335  -1.849
H  -4.633  -1.834  -1.669

Atoms 1-3, force components in eV/Å:
C -0.084 0.148 -0.249
C 0.075 -0.033 0.312
N -0.222 -0.186 0.019

Computed properties:
* SMILES: CCN(CC)c1ccc(NC(=O)CN2CCN(CC(=O)Nc3ccc(OC)cc3)CC2)cc1
* largest force on an atom: 0.00928 hartree/bohr
* total charge: 0
* energy above the lowest of the compared OMol25 structures with the same formula, charge and spin: 3.354 eV
* LUMO: 0.020 Eh
* HOMO-LUMO gap: 7.63 eV

(5)
Computed, not measured: a single C7H11BO molecule at a distorted geometry, with the ωB97M-V functional and the def2-TZVPD basis.

Positions of all 20 atoms, in Å:
B  0.448  0.270  0.849
C  -0.917  0.890  -2.514
C  -1.380  0.484  -1.487
C  1.644  -0.460  0.106
C  0.975  -1.640  -0.634
C  -0.776  -0.749  0.595
C  0.473  1.646  1.672
C  -1.883  -0.036  -0.235
O  -0.267  -1.917  -0.011
H  -0.562  1.262  -3.429
H  2.219  0.144  -0.595
H  2.358  -0.851  0.837
H  0.797  -1.383  -1.689
H  1.553  -2.569  -0.591
H  -1.269  -1.071  1.527
H  1.123  2.368  1.183
H  0.924  1.442  2.645
H  -0.493  2.102  1.837
H  -2.705  -0.728  -0.432
H  -2.261  0.796  0.367

Atoms 1-3, force components in eV/Å:
B 0.923 2.223 0.164
C -0.253 -0.094 0.080
C 0.072 0.004 -0.011

Computed properties:
* largest force on an atom: 0.05560 hartree/bohr
* total charge: 0
* energy above the lowest of the compared OMol25 structures with the same formula, charge and spin: 0.000 eV
* multiplicity: 3
* LUMO (spin up / spin down): 0.028 / -0.136 Eh
* HOMO-LUMO gap (spin up / spin down): 5.29 / 6.21 eV

(6)
Computed, not measured: a gas-phase ion, C5H11N2 (charge +1) at a distorted geometry, with the ωB97M-V functional and the def2-TZVPD basis.

Positions of all 18 atoms, in Å:
C  -1.956  0.499  -0.680
C  -0.830  0.510  0.412
C  -0.313  -0.891  0.813
N  0.712  -1.197  -0.318
C  1.357  0.036  -0.703
C  1.596  1.080  0.312
N  0.246  1.259  -0.145
H  -2.793  -0.094  -0.317
H  -1.490  0.045  -1.473
H  -2.324  1.532  -0.849
H  -1.297  0.892  1.310
H  0.112  -0.903  1.775
H  -0.874  -1.766  1.054
H  1.500  -1.795  -0.143
H  0.190  -1.725  -1.004
H  1.968  -0.033  -1.565
H  1.717  0.836  1.428
H  2.480  1.716  0.092

Atoms 1-3, force components in eV/Å:
C -0.243 0.970 3.088
C -1.828 -1.424 -0.261
C 0.913 0.027 -0.698

Computed properties:
* SMILES: C[C@H]1C[NH2+][C@@H]2CN12
* largest force on an atom: 0.08057 hartree/bohr
* total charge: +1
* energy above the lowest of the compared OMol25 structures with the same formula, charge and spin: 3.457 eV
* LUMO: -0.129 Eh
* HOMO-LUMO gap: 10.65 eV